w) # C6H11NO

C6H11NO in the gas phase (ωB97M-V/def2-TZVPD, OMol25).

Properties
- lowest unoccupied orbital energy (eV) = 1.04
- charge = 0
- E_HOMO (Eh) = -0.2980
- SMILES = C[C@]12COCCN1C2
- HOMO-LUMO gap (eV) = 9.15

Each line ends with the Mulliken charge.
Element x y z (Å)
C  1.36621  0.88769  0.94594  -1.501
C  0.66373  0.30095  -0.32121  0.677
C  -0.40995  1.25378  -0.90791  -0.734
O  -1.31478  1.04586  0.05940  -0.340
C  -1.93967  -0.22992  -0.02052  -0.562
C  -0.95164  -1.25201  0.55326  -0.540
N  0.12388  -0.94948  -0.40509  -0.163
C  1.52882  -0.85393  -0.67705  -0.416
H  0.54176  1.60188  1.32148  0.330
H  1.72939  0.13697  1.60582  0.479
H  2.32086  1.53634  0.61884  0.259
H  0.14859  2.28931  -0.86134  0.369
H  -0.62029  0.93708  -1.98145  0.316
H  -2.74611  -0.10361  0.70592  0.336
H  -2.37064  -0.56219  -0.91195  0.350
H  -0.65741  -1.05126  1.59011  0.269
H  -1.30717  -2.20468  0.40926  0.443
H  1.62897  -1.37678  -1.74431  0.216
H  2.26546  -1.40599  0.02081  0.211

***

x) # C6H11NO

C6H11NO as an isolated structure (ωB97M-V/def2-TZVPD, OMol25).

Properties
- lowest unoccupied orbital energy (eV) = 0.86
- charge = 0
- E_HOMO (Eh) = -0.3127
- HOMO-LUMO gap (eV) = 9.37

Each line ends with the Mulliken charge.
Element x y z (Å)
O  -3.26677  -0.16824  0.16872  -0.517
C  -2.56306  1.03453  0.15665  -0.448
C  -1.11857  1.12801  0.29872  -0.430
C  -0.40303  -0.09426  0.65488  -0.595
C  0.87687  -0.47750  -0.09292  0.738
C  2.03658  -0.57122  0.62955  -0.576
N  3.32170  -0.33515  -0.04944  -0.535
C  0.80671  -0.50478  -1.52715  -1.241
H  -3.21083  1.83067  0.23819  0.506
H  -2.40593  -0.07968  -0.51260  0.379
H  -0.56562  2.07057  0.46641  0.334
H  -0.95813  -0.98192  0.37019  0.309
H  -0.16154  0.02108  1.68329  0.356
H  2.23583  -0.42551  1.70324  0.288
H  3.73551  0.60180  -0.22322  0.197
H  3.97166  -1.03164  0.39912  0.230
H  0.00768  -1.13550  -1.96422  0.307
H  0.65641  0.56333  -1.95692  0.241
H  1.76416  -0.82992  -1.92552  0.455

***

y) # C6H11NO

C6H11NO as an isolated structure (ωB97M-V/def2-TZVPD, OMol25).

Properties
- lowest unoccupied orbital energy (eV) = 0.95
- charge = 0
- E_HOMO (Eh) = -0.3349
- HOMO-LUMO gap (eV) = 10.07

Each line ends with the Mulliken charge.
Element x y z (Å)
C  -1.05345  -0.34174  1.29745  -1.288
C  0.32683  -0.41317  0.57795  0.991
C  0.04840  -1.45828  -0.54352  -0.917
C  -0.49657  -0.47552  -1.66466  -0.609
C  0.67023  0.85001  -0.31075  0.109
C  1.20505  1.38171  1.01055  -0.668
H  -1.10632  0.60769  1.80944  0.298
H  -1.07437  -1.19482  2.00323  0.382
H  -1.94027  -0.45370  0.64909  0.276
H  -0.54786  -2.28192  -0.16708  0.378
H  1.03811  -1.89329  -0.88842  0.290
H  0.14070  -0.52205  -2.51143  0.386
H  -1.51832  -0.66987  -1.98103  0.367
H  -0.51449  1.65601  -1.78029  0.290
H  1.55364  0.60955  -0.94527  0.283
H  2.13947  1.88655  1.25635  0.320
H  0.35861  1.86928  1.70932  0.166
N  -0.53258  0.89355  -1.05412  -0.484
O  1.30316  -0.05000  1.53319  -0.569

***

z) # C6H11NO

C6H11NO in the gas phase (ωB97M-V/def2-TZVPD, OMol25).

Properties
- lowest unoccupied orbital energy (eV) = 0.88
- charge = 0
- E_HOMO (Eh) = -0.3301
- SMILES = C=C(C)C[C@H](N)C=O
- HOMO-LUMO gap (eV) = 9.86

Each line ends with the Mulliken charge.
Element x y z (Å)
C  -1.07057  0.48879  1.87867  -1.041
C  -0.22458  0.89247  0.92776  0.906
C  0.74790  2.02270  1.02283  -1.348
C  -0.54329  0.33105  -0.47509  -1.019
C  -0.04942  -1.08935  -0.54944  0.569
N  1.41531  -1.31212  -0.70724  -0.541
C  -0.57804  -1.90241  -1.75084  -0.200
O  -1.48821  -1.44350  -2.39669  -0.474
H  -0.97726  0.71214  2.93854  0.314
H  -1.95944  -0.02172  1.53771  0.284
H  1.68773  1.93247  0.51042  0.300
H  1.01203  2.30081  2.05038  0.381
H  0.26341  2.84512  0.50882  0.304
H  -1.59066  0.36507  -0.77582  0.361
H  0.08089  0.93961  -1.14262  0.470
H  -0.27081  -1.64990  0.39965  0.044
H  1.70687  -2.00729  -1.37560  0.165
H  2.00549  -0.49796  -0.68248  0.166
H  -0.16736  -2.90600  -1.91896  0.358

***

Pick z): it beats the second-best structure by 39.0 kcal/mol.

***

w) # C6H11NO

C6H11NO in the gas phase (ωB97M-V/def2-TZVPD, OMol25).

Properties
- lowest unoccupied orbital energy (eV) = 0.94
- charge = 0
- E_HOMO (Eh) = -0.3441
- SMILES = CC(C)[C@@]1(C)NC1=O
- HOMO-LUMO gap (eV) = 10.31

Each line ends with the Mulliken charge.
Element x y z (Å)
C  -1.74972  0.51931  -0.07730  -1.379
C  -0.36725  0.41074  0.56990  0.555
C  -0.41994  -0.56297  1.74660  -1.615
C  0.65087  -0.01766  -0.48704  1.064
C  1.13461  1.08288  -1.40759  -1.435
N  1.70353  -1.01243  -0.15986  -0.568
C  0.67186  -1.43088  -0.89831  0.034
O  0.19353  -2.36495  -1.46094  -0.569
H  -2.04542  -0.44309  -0.48846  0.326
H  -1.74806  1.25095  -0.88053  0.379
H  -2.48825  0.82422  0.66041  0.397
H  -0.07465  1.39826  0.94829  0.359
H  -1.18469  -0.24634  2.45170  0.455
H  0.53002  -0.59441  2.27753  0.331
H  -0.66715  -1.56661  1.40426  0.347
H  0.30408  1.48829  -1.97972  0.315
H  1.87336  0.68951  -2.10071  0.398
H  1.58844  1.88863  -0.83193  0.327
H  2.09481  -1.31345  0.71368  0.277

***

x) # C6H11NO

A 3-piece molecular cluster, C6H11NO overall (ωB97M-V/def2-TZVPD, OMol25).

Properties
- lowest unoccupied orbital energy (spin up / spin down) (eV) = 0.25 / 0.91
- charge = 0
- E_HOMO (spin up / spin down) (Eh) = -0.2451 / -0.2996
- HOMO-LUMO gap (spin up / spin down) (eV) = 6.92 / 9.06

Each line ends with the Mulliken charge.
Element x y z (Å)
C  -2.09777  -1.38568  0.10592  -0.695
C  -0.80635  1.08137  1.33466  -0.861
N  -0.20183  -0.01553  0.58070  -0.255
C  -0.01732  0.00869  -0.65040  0.681
C  1.97484  1.25640  -0.01670  -0.513
C  0.03764  -0.23887  -1.93453  -0.994
C  3.02822  0.60768  0.43062  -0.464
O  -1.99871  -2.33131  -0.86425  -0.452
H  -1.28020  -2.93905  -0.64500  0.337
H  -2.84467  -0.63616  -0.11665  0.436
H  -1.97413  -1.71775  1.12964  0.306
H  1.94124  2.29594  -0.33952  0.331
H  -1.28456  1.83066  0.69925  0.306
H  -0.03593  1.55043  1.94398  0.376
H  -1.55589  0.65578  2.00629  0.320
H  -0.77722  -0.74242  -2.43631  0.328
H  0.90292  0.08262  -2.50222  0.310
H  2.96905  -0.42733  0.76446  0.228
H  4.02067  1.06452  0.51005  0.276

***

y) # C6H11NO

C6H11NO in the gas phase (ωB97M-V/def2-TZVPD, OMol25).

Properties
- lowest unoccupied orbital energy (eV) = 0.17
- charge = 0
- E_HOMO (Eh) = -0.3314
- SMILES = C=C(CC)C(=O)CN
- HOMO-LUMO gap (eV) = 9.19

Each line ends with the Mulliken charge.
Element x y z (Å)
C  -0.61157  -2.05592  -0.44426  -0.815
C  -0.39714  -1.01383  0.34955  0.464
C  0.91730  -0.72633  1.26396  -0.616
C  2.09409  -0.16371  0.48385  -1.013
C  -0.90050  0.36864  0.34722  0.427
O  -1.07361  1.06690  1.35940  -0.596
C  -1.48877  0.89023  -1.00402  -0.660
N  -1.14328  2.29939  -1.17049  -0.676
H  -0.03377  -2.96867  -0.31486  0.283
H  -1.35301  -2.03854  -1.23696  0.292
H  0.78173  -0.16847  2.19627  0.341
H  1.19215  -1.71237  1.65587  0.388
H  2.98960  -0.17883  1.11337  0.358
H  2.31829  -0.76038  -0.40519  0.279
H  1.92246  0.87297  0.17949  0.268
H  -1.12281  0.32862  -1.86367  0.413
H  -2.57413  0.77901  -0.93982  0.300
H  -1.38387  2.78735  -0.30357  0.305
H  -0.13315  2.39395  -1.26613  0.259

***

z) # C6H11NO

C6H11NO in the gas phase (ωB97M-V/def2-TZVPD, OMol25).

Properties
- lowest unoccupied orbital energy (eV) = 0.98
- charge = 0
- E_HOMO (Eh) = -0.3406
- SMILES = C[C@@H]1NCC[C@@H]2O[C@@H]12
- HOMO-LUMO gap (eV) = 10.24

Each line ends with the Mulliken charge.
Element x y z (Å)
C  -0.88630  -1.83067  -0.74103  -1.141
C  -0.32246  -0.47922  -1.10929  0.126
N  1.16761  -0.23085  -0.71906  -0.649
C  1.03948  -0.00061  0.90264  -0.363
C  0.64322  1.60379  1.08983  -0.804
C  -0.19810  1.63397  -0.19222  -0.127
O  -1.63256  1.74813  -0.28269  -0.503
C  -1.01439  0.55349  -0.10575  -0.048
H  -0.22624  -2.57765  -1.04649  0.413
H  -1.70287  -2.23627  -1.29843  0.383
H  -0.71211  -1.78272  0.44485  0.122
H  -0.59239  -0.22848  -2.13140  0.432
H  1.65443  -1.27806  -0.39465  0.366
H  2.19941  -0.27589  1.21794  0.424
H  0.20110  -0.72448  1.48543  0.122
H  -0.11833  1.75253  1.81032  0.385
H  1.60193  2.14361  1.12548  0.304
H  0.48391  1.93332  -1.00371  0.285
H  -1.58534  0.27606  0.94824  0.276

***

Pick w): it beats the second-best structure by 15.2 kcal/mol.

***

w) # C6H11NO

C6H11NO in the gas phase (ωB97M-V/def2-TZVPD, OMol25).

Properties
- lowest unoccupied orbital energy (eV) = 0.87
- charge = 0
- E_HOMO (Eh) = -0.3029
- SMILES = CC1=CC(C)(C)N1O
- HOMO-LUMO gap (eV) = 9.11

Each line ends with the Mulliken charge.
Element x y z (Å)
C  -2.70285  -0.16351  -0.00095  -1.085
C  -1.22763  -0.26363  0.13604  0.559
C  -0.26587  -1.15885  -0.20614  -1.270
C  0.87129  -0.25134  0.07052  1.819
C  1.90650  -0.68666  1.08073  -1.531
C  1.45202  0.51974  -1.09624  -1.599
N  -0.39436  0.70102  0.69510  -0.310
O  -0.62863  2.05420  0.39146  -0.367
H  -3.12027  -1.14046  -0.23907  0.323
H  -3.14328  0.19759  0.92858  0.321
H  -2.98070  0.53456  -0.79405  0.236
H  -0.27800  -2.23079  -0.29378  0.352
H  2.81338  -1.05767  0.60477  0.379
H  1.51412  -1.46596  1.73283  0.372
H  2.17358  0.15483  1.72013  0.332
H  1.93935  1.43165  -0.74826  0.336
H  0.68236  0.77810  -1.82311  0.394
H  2.19883  -0.09658  -1.59923  0.427
H  -0.80983  2.14375  -0.55932  0.313

***

x) # C6H11NO

C6H11NO in the gas phase (ωB97M-V/def2-TZVPD, OMol25).

Properties
- lowest unoccupied orbital energy (eV) = 1.01
- charge = 0
- E_HOMO (Eh) = -0.2829
- SMILES = C[C@@H]1CN2C[C@@H]2[C@H]1O
- HOMO-LUMO gap (eV) = 8.71

Each line ends with the Mulliken charge.
Element x y z (Å)
C  1.62377  -1.63626  0.46684  -1.674
C  0.27973  -1.15504  -0.05076  0.283
C  0.57605  -0.37063  -1.39186  -0.537
N  0.20364  1.02446  -0.99268  -0.071
C  -0.05939  2.33127  -0.55101  -0.518
C  -0.87568  1.00138  -0.11212  -0.668
C  -0.41690  -0.11740  0.84976  0.131
O  -1.47240  -0.74356  1.51442  -0.554
H  1.55914  -2.51273  1.15080  0.332
H  2.09874  -0.81798  0.83863  0.511
H  2.20883  -2.00657  -0.36022  0.370
H  -0.36030  -2.06667  -0.15287  0.334
H  -0.15163  -0.68872  -2.13279  0.259
H  1.59215  -0.54604  -1.80812  0.361
H  0.73043  2.80982  -0.02384  0.267
H  -0.62902  3.03539  -1.11222  0.257
H  -1.86387  1.00619  -0.56389  0.332
H  0.24370  0.40039  1.59588  0.263
H  -1.84001  -0.15568  2.13701  0.324

***

y) # C6H11NO

A 2-piece molecular cluster, C6H11NO overall (ωB97M-V/def2-TZVPD, OMol25).

Properties
- lowest unoccupied orbital energy (eV) = 0.21
- charge = 0
- E_HOMO (Eh) = -0.3279
- SMILES = C=C1NC1=O.CCC
- HOMO-LUMO gap (eV) = 9.13

Each line ends with the Mulliken charge.
Element x y z (Å)
C  -0.26619  -2.44938  -0.16814  -0.693
C  -0.89430  -1.34392  0.18796  0.253
N  -2.69655  -1.45959  0.20158  -0.603
C  -1.97860  -0.35163  0.12076  0.528
O  -1.96921  0.74158  -0.39930  -0.470
H  -0.80558  -3.37714  -0.29261  0.311
H  0.80812  -2.50822  -0.23760  0.338
H  -2.90625  -1.99867  1.03132  0.330
C  0.72041  1.75321  1.08365  -1.344
C  1.12735  0.65739  0.13961  0.562
C  1.14159  1.02624  -1.31795  -1.173
H  -0.22880  2.18738  0.78096  0.300
H  1.48407  2.53799  1.07635  0.418
H  0.64668  1.38845  2.10768  0.325
H  2.05392  0.17031  0.44880  0.433
H  0.29082  -0.33105  0.28296  -0.501
H  0.18311  1.44375  -1.61381  0.265
H  1.35221  0.15597  -1.93793  0.319
H  1.93722  1.75733  -1.49427  0.401

***

Pick w): it beats the second-best structure by 18.1 kcal/mol.

***

w) # C6H11NO

C6H11NO in the gas phase (ωB97M-V/def2-TZVPD, OMol25).

Properties
- lowest unoccupied orbital energy (eV) = 0.97
- charge = 0
- E_HOMO (Eh) = -0.3342
- SMILES = C[C@H]1CCC=C1ON
- HOMO-LUMO gap (eV) = 10.07

Each line ends with the Mulliken charge.
Element x y z (Å)
C  -0.46196  1.40284  -1.35091  -1.578
C  0.48122  0.32926  -0.88692  0.303
C  1.22157  0.82579  0.34852  -0.650
C  0.31384  0.55052  1.54655  -0.780
C  -0.32125  -0.76715  1.12213  -0.463
C  -0.26769  -0.81171  -0.21198  0.284
O  -0.86655  -1.99161  -1.18384  -0.302
N  -1.37840  -3.07058  -0.45756  -0.461
H  -0.97765  1.75343  -0.50275  0.341
H  -1.07851  1.02724  -2.10863  0.409
H  -0.00012  2.22916  -1.76628  0.424
H  1.06226  -0.13003  -1.72933  0.341
H  1.42647  1.92964  0.23948  0.307
H  2.15716  0.16721  0.67955  0.232
H  -0.46540  1.29680  1.57508  0.258
H  0.70202  0.44342  2.58415  0.366
H  -0.96024  -1.29432  1.77045  0.431
H  -0.67265  -3.50142  0.05619  0.261
H  -2.26357  -2.71985  0.13299  0.276

***

x) # C6H11NO

C6H11NO in the gas phase (ωB97M-V/def2-TZVPD, OMol25).

Properties
- lowest unoccupied orbital energy (eV) = 0.87
- charge = 0
- E_HOMO (Eh) = -0.3447
- SMILES = C[C@H]1N=COC1(C)C
- HOMO-LUMO gap (eV) = 10.25

Each line ends with the Mulliken charge.
Element x y z (Å)
C  -0.15177  2.04701  0.13032  -1.478
C  0.42903  0.78908  -0.51283  0.237
N  1.86264  0.73735  -0.28376  -0.605
C  2.14527  -0.36727  0.24940  -0.007
O  1.19791  -1.25740  0.51092  -0.448
C  -0.12910  -0.57571  -0.00827  1.596
C  -1.07917  -0.53969  1.16861  -1.752
C  -0.62964  -1.46108  -1.13497  -1.648
H  0.19674  2.15202  1.15445  0.326
H  -1.23883  2.02402  0.11883  0.341
H  0.18563  2.91344  -0.43353  0.369
H  0.27521  0.85909  -1.59737  0.360
H  3.14912  -0.66735  0.50960  0.413
H  -1.29955  -1.55467  1.49352  0.417
H  -2.00994  -0.05760  0.87816  0.377
H  -0.63947  -0.00001  2.00257  0.349
H  0.16070  -1.63427  -1.86249  0.367
H  -1.46847  -0.98311  -1.63613  0.385
H  -0.95631  -2.42386  -0.74706  0.398

***

y) # C6H11NO

A 2-piece molecular cluster, C6H11NO overall (ωB97M-V/def2-TZVPD, OMol25).

Properties
- lowest unoccupied orbital energy (eV) = 0.90
- charge = 0
- E_HOMO (Eh) = -0.3079
- SMILES = C[C@@H]1CO1.[H]/N=C/C=C
- HOMO-LUMO gap (eV) = 9.27

Each line ends with the Mulliken charge.
Element x y z (Å)
C  0.96072  0.97457  -1.48444  -0.909
C  0.84525  -0.46111  -1.74007  0.083
C  -0.33407  -1.23981  -1.36310  -0.328
O  0.69882  -1.46740  -0.43350  -0.416
H  0.66456  1.20209  -0.39461  0.195
H  0.23399  1.54942  -2.06124  0.280
H  1.97804  1.33751  -1.63923  0.337
H  1.55739  -0.93020  -2.41105  0.408
H  -0.61021  -2.10628  -1.96087  0.282
H  -1.17310  -0.68257  -0.95552  0.191
H  -0.28346  2.72373  1.13271  0.181
N  -0.07017  1.72993  1.17906  -0.650
C  -1.07318  1.01128  1.56540  0.012
C  -0.98205  -0.39978  1.74855  -0.358
C  0.19242  -1.08980  1.57204  -0.510
H  -2.05152  1.45824  1.78612  0.355
H  -1.90187  -0.93515  1.94682  0.333
H  1.11874  -0.54284  1.67019  0.249
H  0.22972  -2.13182  1.84274  0.265

***

Pick x): it beats the second-best structure by 83.1 kcal/mol.